The following is a quantum chemistry calculation of a molecular structure, C13H15NTl, from the Open Molecules 2025 dataset.

```
30
Properties=species:S:1:pos:R:3:forces:R:3
H -1.016891 -3.563781 -1.281234 0.297 0.360 0.089
C 1.586243 1.137872 1.422415 -0.877 0.807 0.609
H 0.302769 -2.157319 -3.183403 0.077 0.027 0.448
H -2.513074 1.394383 -1.538048 -0.055 -0.233 -0.232
H -1.798796 1.423733 1.226022 -0.166 -0.016 -0.037
C 0.592637 -2.820598 0.095802 0.386 -1.264 -0.073
C 1.719406 -1.630734 -1.523202 1.105 -1.074 -0.463
C 0.276737 0.888981 0.994137 0.381 -0.867 1.004
C -1.915279 0.523032 -1.874622 -0.354 1.356 -1.146
N -0.448330 0.826193 -1.690005 -2.815 6.492 -6.148
C -0.541578 2.569387 2.541223 0.247 -0.196 -0.296
C 0.766199 2.813119 2.970413 0.023 -0.249 -0.225
C -2.260664 -0.747696 -1.058189 -1.974 0.615 -0.438
Tl -0.216084 -0.650042 -0.593782 0.693 -1.622 7.841
H 2.842269 2.289488 2.741196 0.123 0.080 0.087
C 1.717368 -1.983371 -0.142394 1.013 -0.862 -0.070
C 1.829664 2.098366 2.410480 -0.342 0.047 -0.219
H -2.674361 -1.554084 -1.680617 0.186 0.186 0.320
C -0.104790 -2.984814 -1.134765 1.161 -1.854 -0.519
H 2.442066 -0.978906 -2.018191 -0.334 -0.218 0.220
H 2.434580 -1.641048 0.605241 -0.322 -0.141 -0.285
H -2.122391 0.353359 -2.949754 -0.248 0.101 0.245
H 2.415629 0.597467 0.992714 0.191 -0.178 -0.040
H 0.954874 3.555688 3.734792 0.020 0.039 0.063
H -0.099842 1.544081 -2.325756 -0.085 -0.313 0.152
H -2.907349 -0.544937 -0.191258 -0.040 -0.055 -0.408
H -1.365572 3.122764 2.972847 -0.067 0.090 0.100
H 0.291668 -3.233302 1.060671 0.117 0.207 -0.368
C 0.597616 -2.257457 -2.137145 0.726 -1.586 -0.621
C -0.784722 1.610172 1.554414 0.933 0.319 0.408
```
Forces are in eV/Å.

Properties
Spin multiplicity = 1
Net charge = -1
Gap between HOMO and LUMO = 5.839 eV

***

The following is a quantum chemistry calculation of a molecular structure, C8H20N2O5Zn, from the Open Molecules 2025 dataset.

```
36
Properties=species:S:1:pos:R:3:forces:R:3
H -1.728570 0.962856 -2.438242 0.988 -0.927 -0.516
H 3.400923 -0.722133 -2.601883 -0.031 0.555 0.141
H -0.176767 -0.160640 2.761660 -0.537 -0.246 0.409
O 1.423870 -0.183571 1.544444 0.287 1.483 0.341
H 2.697431 0.958059 -2.377123 0.325 0.331 0.355
H 4.193544 -0.664216 -0.140977 0.688 0.586 0.464
H 1.398187 0.151363 3.639755 -0.551 -0.281 -0.682
H -4.159459 0.273784 2.447981 0.386 0.260 0.809
H -1.106492 2.343979 0.012780 0.125 0.612 -0.449
C 3.321439 -0.093036 0.167546 0.088 -0.545 -0.956
H -0.539851 1.971907 1.493704 0.162 0.266 0.653
H 1.120772 -1.613356 -2.716813 -0.206 -1.362 0.348
C -2.418322 -0.283213 0.559771 -0.962 -1.478 -0.421
C 0.857003 -0.430340 2.854733 1.685 -0.459 -0.113
O -3.626427 -0.801531 0.786718 2.567 0.021 -1.273
H -0.914750 0.455548 -3.952006 0.486 0.369 -0.522
H 3.460285 -0.133959 2.231460 -0.482 -0.272 0.416
N -2.207159 0.991065 0.925182 0.741 0.702 0.294
H -5.249929 -0.954207 1.858753 -0.130 0.245 0.116
H 1.094531 -1.496675 2.970143 -0.905 0.167 0.765
H 2.718994 -1.656697 1.499725 0.835 -0.504 0.274
O 0.215789 0.187999 -2.188193 0.069 -0.041 0.075
C -4.582506 -0.146595 1.563690 -1.714 -0.095 0.607
Zn 0.328450 -0.019106 -0.158280 -0.407 -0.362 -0.260
C 2.581005 -0.101604 -2.206009 -0.878 -1.872 -0.260
O 2.350971 -0.484377 -0.816336 -0.833 1.106 -0.253
H -1.488622 -0.783584 -2.867406 -0.116 -0.042 0.096
O -1.556614 -0.987103 -0.001375 0.323 0.884 0.482
H -5.177421 0.609831 1.050045 0.254 -0.049 -0.409
H 3.442089 0.992064 0.244663 0.226 -0.084 -0.555
H 1.139643 -0.334504 -3.879109 0.645 0.072 -0.775
C 2.816593 -0.582731 1.471407 -0.746 -0.311 -0.294
H -2.946950 1.519633 1.373961 0.330 0.191 -0.130
C 1.280429 -0.580779 -2.847354 -0.241 2.004 0.193
N -0.927940 1.592613 0.651577 -1.272 -1.189 -0.249
C -1.034160 0.203240 -2.918603 -1.199 0.269 1.280
```
Forces are in eV/Å.

Properties
Spin multiplicity = 1
Net charge = +2
Gap between HOMO and LUMO = 11.643 eV

***

The following is a quantum chemistry calculation of a single C4H11N3 molecule, from the Open Molecules 2025 dataset.

```
18
Properties=species:S:1:pos:R:3:forces:R:3
H 1.799338 0.127576 0.698682 -0.455 -0.165 -0.322
N -0.555092 -0.535244 2.798936 -1.010 0.397 -0.458
C -0.015971 -0.389708 1.644439 0.573 -0.671 0.945
H -0.341280 0.238922 3.417661 0.593 -0.363 0.228
H -1.569263 -0.079847 -1.676561 -0.007 -0.163 -0.273
H -0.775814 1.644222 -0.359897 -0.286 0.033 -0.095
H -0.224567 -0.238801 -2.750809 0.462 0.317 -0.135
N -0.544222 -1.029919 0.554003 0.650 0.209 -0.897
C -0.259544 1.484740 -1.308109 0.556 -0.196 0.615
H -0.632533 2.206713 -2.028896 0.139 0.029 -0.081
H 0.777270 1.679122 -1.021875 0.133 0.179 -0.542
H -1.061359 -1.870644 0.736981 -0.310 0.281 0.490
N 1.166270 0.312583 1.458340 0.362 0.722 -0.108
H 1.703196 0.433222 2.301206 -0.333 0.050 0.152
H 1.147817 -1.035358 -0.761776 0.050 0.302 0.212
C -0.479448 0.042018 -1.733072 -1.409 0.047 0.663
H -0.186211 -1.983090 -1.195604 -0.093 -0.046 -0.181
C 0.051414 -1.006506 -0.773649 0.385 -0.961 -0.212
```
Forces are in eV/Å.

Properties
Spin multiplicity = 1
Net charge = 0
Gap between HOMO and LUMO = 9.312 eV
Energy relative to the best compared isomer or geometry (same formula, charge and spin) = 25.6 kcal per mole

***

The following is a quantum chemistry calculation of a single C4H4F4 molecule, from the Open Molecules 2025 dataset.

```
12
Properties=species:S:1:pos:R:3:forces:R:3
C -0.057647 -0.060651 1.161115 -1.488 -2.407 5.804
F -0.750732 -1.655300 -0.577659 -1.742 1.901 1.309
H 1.998765 0.858670 -1.280640 -3.161 -0.868 1.219
H 1.347876 -0.690108 -0.870548 0.335 -2.319 0.952
F 0.949081 -0.911071 1.471725 -0.127 0.951 -0.451
H 0.386816 0.222600 -1.921906 0.062 -0.120 -0.967
C -0.113049 0.728098 -0.005356 2.152 -2.909 -2.406
F -0.601223 0.380246 2.431847 1.059 -0.310 -2.502
F -2.295508 -0.153482 0.461347 -1.195 -0.891 -0.620
H -0.748272 1.525801 -0.025863 -0.655 2.782 -0.250
C -1.058628 -0.484942 0.165637 2.592 -0.719 0.008
C 0.942519 0.240138 -1.009699 2.168 4.909 -2.097
```
Forces are in eV/Å.

Properties
Spin multiplicity = 1
Net charge = 0
Gap between HOMO and LUMO = 11.307 eV
Energy relative to the best compared isomer or geometry (same formula, charge and spin) = 45.0 kcal per mole

***

The following is a quantum chemistry calculation of a molecular structure, C11H10BiF9NO, from the Open Molecules 2025 dataset.

```
33
Properties=species:S:1:pos:R:3:forces:R:3
C -0.517890 -1.475778 2.782521 -0.391 0.208 -0.243
Bi 0.385408 0.600392 -0.590864 4.747 -1.124 1.118
F 0.292329 -2.432654 2.277337 -0.809 0.684 0.519
C -1.512757 -0.912571 1.670782 0.911 0.001 -1.680
N 1.635612 1.538238 0.897094 -0.765 -0.001 0.639
F -1.249181 -2.008385 3.803119 0.723 0.171 -0.298
F -3.192864 -0.015111 3.158798 0.395 0.660 -0.555
C 2.194370 0.241511 -3.008376 0.471 -0.472 1.142
F 0.282831 -0.500042 3.275705 -0.829 -0.925 -0.264
H 1.473468 1.567925 1.974033 -0.394 -0.426 -2.377
C -2.393946 -2.022492 0.960703 0.341 0.350 0.574
F -3.025640 0.929562 1.166321 0.386 -0.424 0.833
C -0.313551 2.588872 -1.958185 -0.842 1.832 2.012
C 2.751872 -0.910415 -1.084501 -0.953 0.745 -2.262
H 0.494194 2.861924 -2.628434 -0.011 -0.021 0.213
F -1.585595 -2.980475 0.433949 -1.067 0.579 0.692
C -2.324622 0.362653 2.181458 0.355 -0.700 0.044
H 0.648787 -1.211656 -3.662978 0.012 -0.003 -0.087
F -1.495097 1.324466 2.664753 -0.912 -0.898 -0.337
H 0.514780 3.507709 -0.167190 0.082 -0.136 0.051
H -1.160682 2.069857 -2.413415 0.297 0.102 0.242
H 3.701600 1.026713 -1.571862 0.809 0.960 0.285
H -1.093489 2.658977 0.105112 0.111 0.255 -0.390
C 1.735557 -1.642099 -1.788988 1.215 0.670 0.234
H 2.129548 1.029340 -3.717600 -0.038 0.418 -0.666
F -3.074043 -1.466233 -0.077210 0.152 -0.663 0.994
F -3.263970 -2.588615 1.813011 -0.213 -0.342 -0.472
C 3.037274 0.270083 -1.857999 -1.702 -1.878 -0.067
O -0.789600 -0.613607 0.560191 -1.119 -0.332 1.853
H 1.338558 -2.577675 -1.459356 -0.294 -0.398 0.033
H 3.231828 -1.196329 -0.195611 0.417 -0.253 1.028
C -0.275951 2.906933 -0.582216 -1.027 1.584 -2.572
C 1.420860 -0.931018 -2.960103 -0.058 -0.224 -0.238
```
Forces are in eV/Å.

Properties
Spin multiplicity = 1
Net charge = -1
Gap between HOMO and LUMO (alpha / beta) = 6.569 / 6.562 eV
Energy relative to the best compared isomer or geometry (same formula, charge and spin) = 26.6 kcal per mole

***

The following is a quantum chemistry calculation of a molecular structure, C15H20CrFO, from the Open Molecules 2025 dataset.

```
38
Properties=species:S:1:pos:R:3:forces:R:3
H -1.611420 1.623333 2.238880 0.165 0.002 -0.305
H -2.889457 3.175524 -1.944699 0.472 -0.908 0.403
C -1.660092 0.731362 1.577359 1.443 -0.475 0.455
C 2.007299 -2.478656 0.110041 -0.985 -1.110 0.491
Cr 1.279094 -0.281067 0.743976 -0.848 0.638 2.038
H 2.622510 -0.887118 -2.174352 -0.053 -0.539 -0.072
H 2.878730 -2.693914 -0.509246 -0.287 0.261 0.285
H -1.772417 2.825533 -0.565654 -0.370 0.255 -0.139
F 1.977088 0.191648 2.412817 0.226 0.269 0.367
C 2.476008 -0.130353 -1.436292 -0.331 2.593 0.847
H 4.338877 -0.245405 -0.152790 -0.116 -0.001 0.027
C 0.653853 -2.295562 -0.371369 -0.083 -0.487 1.548
O -0.340957 0.505329 1.064698 -2.613 1.291 -0.052
C -0.191692 -2.094578 0.785000 1.573 -1.661 -0.491
H 2.854552 -2.544334 2.204081 -0.713 0.332 -0.556
C -2.854974 1.062820 -0.995792 -1.243 -0.130 2.346
H -2.611433 -1.090977 -1.014120 -0.525 0.344 -0.109
C 2.881205 1.413231 0.276755 -0.915 -0.226 -1.915
H -1.331698 2.270657 -2.110505 -0.634 -0.242 -0.039
H 3.363153 1.982509 1.055873 -0.162 -0.308 0.239
C 3.403456 0.247935 -0.385350 -0.955 0.963 -0.858
H -1.576120 -0.327069 -2.098309 -0.283 0.166 -0.378
C 1.579712 1.714360 -0.291934 2.060 -1.414 -1.181
C -2.634396 -0.228501 -1.713689 0.873 -0.726 -0.504
H 0.492749 0.786812 -2.031075 -0.360 -0.231 -0.010
H -1.255316 -1.932777 0.760734 0.022 0.200 0.032
H 0.258026 -2.127424 2.985174 0.503 0.280 -0.849
H -3.475322 1.766176 1.058428 0.320 0.667 -0.227
H 0.288299 -2.369325 -1.388508 0.207 0.318 0.096
C 1.337336 0.756594 -1.374712 2.436 0.434 0.900
H 0.902597 2.491057 -0.001552 -0.130 0.046 0.193
H -3.302332 -0.565180 -2.599769 0.585 0.602 0.968
C 0.638763 -2.198896 1.948311 -0.945 -0.150 -0.297
H -3.632382 0.159483 0.915532 0.053 -0.780 -0.441
C -2.923730 0.930786 0.613127 0.352 -0.134 -1.556
C -2.248260 2.354096 -1.449573 0.908 0.539 -0.089
C 1.979996 -2.423025 1.536546 0.396 -0.726 -0.697
H -1.901304 -0.075084 2.321958 -0.044 0.052 -0.471
```
Forces are in eV/Å.

Properties
Spin multiplicity = 4
Net charge = -2
Gap between HOMO and LUMO (alpha / beta) = 3.170 / 3.155 eV

***

no.,molecular weight (g/mol)
1,389.65
2,289.65
3,101.15
4,128.07
5,552.17
6,287.32